Formula: C49H93NO11
Source: the Open Molecules 2025 dataset
Level of theory: ωB97M-V/def2-TZVPD

## Properties
Lowest unoccupied orbital energy in eV: 0.38
Gap between HOMO and LUMO in eV: 9.8
Energy above the lowest of the compared OMol25 structures with the same formula, charge and spin in kcal/mol: 51.6
Max |F| in eV/A: 2.96
SMILES: c1ccncc1.C1CCOC1.C1CCOC1.C1CCOC1.C1CCOC1.C1CCOC1.C1CCOC1.C1CCOC1.C1CCOC1.C1CCOC1.C1CCOC1.C1CCOC1

Structure (XYZ):
```
154
C49H93NO11 ωB97M-V/def2-TZVPD
C 5.1371 4.6601 1.0703
C 3.9105 4.6663 0.1446
C 3.3294 3.3266 0.5020
O 4.4056 2.5015 1.0933
C 5.6139 3.1988 1.1860
H 4.7755 5.0310 2.0294
H 5.9534 5.2956 0.7269
H 4.2032 4.5490 -0.8987
H 3.3375 5.5674 0.3634
H 2.9670 2.7515 -0.3501
H 2.4622 3.4379 1.1529
H 6.2014 2.8848 0.3233
H 6.2722 3.0820 2.0468
C -1.8995 0.6193 3.4831
C -2.5984 -0.2874 4.4755
C -1.8457 -0.0374 5.8329
O -0.4896 0.1465 5.4396
C -0.4663 0.5837 4.0663
H -2.3094 1.6133 3.6622
H -2.0289 0.2694 2.4589
H -2.4619 -1.3233 4.1651
H -3.6474 -0.0106 4.5799
H -1.8723 -0.9257 6.4641
H -2.2488 0.7394 6.4825
H 0.0760 -0.2140 3.5587
H -0.0551 1.5923 4.0247
C 3.4260 -0.0411 5.9686
C 3.3605 0.4626 4.5956
C 4.2559 1.7411 4.6751
O 4.4878 1.8880 6.0597
C 3.5584 1.1518 6.8406
H 4.2828 -0.7074 6.0687
H 2.5708 -0.6591 6.2420
H 2.3136 0.6637 4.3686
H 3.6222 -0.3163 3.8794
H 3.6804 2.5897 4.3052
H 5.1830 1.6988 4.1034
H 2.6084 1.6643 6.9923
H 3.9755 0.8708 7.8077
C 1.9133 -5.4178 0.2946
C 0.8753 -5.8710 1.3245
C 0.1198 -7.0108 0.5481
O 0.2912 -6.7063 -0.8564
C 1.2030 -5.5730 -1.0096
H 2.7626 -6.0865 0.4348
H 2.2163 -4.3710 0.3171
H 0.1753 -5.0688 1.5578
H 1.3398 -6.1499 2.2704
H -0.9411 -6.9724 0.7952
H 0.5881 -7.9594 0.8108
H 0.6117 -4.6766 -1.1970
H 1.8945 -5.7428 -1.8349
C 1.2588 -3.1500 4.3906
C -0.2434 -3.5317 4.2390
C -0.6987 -3.8713 5.6493
O 0.4510 -4.5963 6.0847
C 1.6919 -4.1305 5.4528
H 1.2833 -2.1283 4.7696
H 1.7916 -3.1978 3.4409
H -0.3714 -4.4566 3.6767
H -0.8506 -2.7514 3.7800
H -1.6179 -4.4098 5.8802
H -0.7426 -2.9506 6.2311
H 2.1794 -4.9784 4.9717
H 2.4185 -3.6662 6.1196
C -5.2034 0.2264 1.5112
C -4.5303 1.3805 0.8695
C -5.5205 1.8711 -0.1969
O -6.0217 0.6365 -0.6865
C -6.1956 -0.2942 0.4623
H -5.7806 0.6651 2.3251
H -4.5973 -0.5753 1.9332
H -3.6595 1.0206 0.3217
H -4.1933 2.1504 1.5637
H -5.0535 2.4405 -1.0005
H -6.2011 2.6176 0.2125
H -6.0780 -1.3314 0.1485
H -7.2321 -0.2390 0.7952
C -1.0816 -3.9395 -5.0707
C -0.1684 -3.4948 -6.1751
C 1.0985 -3.0654 -5.4637
O 0.8658 -3.2624 -4.0501
C -0.5455 -3.1459 -3.8660
H -1.0667 -5.0217 -4.9414
H -2.1273 -3.7281 -5.2941
H -0.6363 -2.6587 -6.6949
H 0.0976 -4.2804 -6.8823
H 1.4549 -2.0508 -5.6415
H 1.9659 -3.6707 -5.7270
H -0.7892 -2.0857 -3.7973
H -0.9256 -3.5799 -2.9412
C -3.8301 0.0620 -3.0440
C -3.4777 -1.3396 -3.4678
C -4.8790 -1.8855 -3.7096
O -5.6771 -0.8639 -4.2139
C -5.0701 0.4208 -3.8686
H -3.0888 0.7744 -3.4061
H -3.9746 0.1318 -1.9659
H -2.9346 -1.8777 -2.6910
H -3.0551 -1.4522 -4.4663
H -5.2521 -2.2375 -2.7479
H -4.9111 -2.7252 -4.4038
H -5.7651 0.9791 -3.2414
H -4.8140 0.9543 -4.7840
C 2.6926 0.5670 -2.4025
C 4.0381 1.2241 -2.4501
C 4.9409 0.2074 -3.1585
O 4.0373 -0.6692 -3.8026
C 2.7206 -0.1593 -3.7333
H 1.9098 1.3253 -2.4209
H 2.5088 -0.0899 -1.5523
H 4.4484 1.5636 -1.4990
H 4.0495 2.1289 -3.0578
H 5.4573 -0.4126 -2.4256
H 5.6645 0.6394 -3.8497
H 1.9512 -0.9297 -3.6815
H 2.5703 0.5864 -4.5139
C -0.8377 4.9172 0.4818
C -1.4353 5.2621 -0.8337
C -2.7955 4.6333 -0.7478
O -3.1426 4.4743 0.6030
C -2.0472 4.9675 1.4002
H -0.0362 5.5940 0.7778
H -0.3989 3.9281 0.3512
H -0.8708 4.8692 -1.6793
H -1.4928 6.3434 -0.9589
H -2.7374 3.6277 -1.1642
H -3.5449 5.2000 -1.3004
H -1.7940 4.3262 2.2444
H -2.2306 5.9755 1.7722
C -0.1222 1.8883 -4.6686
C 0.3386 3.2865 -4.3364
C 0.2977 3.9070 -5.7421
O -0.9648 3.3738 -6.2368
C -1.1802 2.0848 -5.7304
H -0.4310 1.2704 -3.8255
H 0.6996 1.4105 -5.2018
H 1.2448 3.4193 -3.7453
H -0.3935 3.8566 -3.7645
H 1.0496 3.6234 -6.4786
H 0.2612 4.9960 -5.7694
H -1.1267 1.3689 -6.5507
H -2.1726 2.0682 -5.2799
N 0.0947 1.2772 0.2406
C 1.0926 0.6660 0.9614
C 1.2978 -0.6965 0.8836
C 0.5392 -1.4817 0.0332
C -0.3665 -0.8655 -0.8159
C -0.6199 0.5306 -0.6624
H 1.6992 1.2317 1.6531
H 2.0906 -1.1491 1.4608
H 0.6477 -2.5561 0.0195
H -1.0458 -1.4710 -1.3977
H -1.3474 1.0354 -1.2807
```